Record 1
Density functional theory data (ωB97M-V/def2-TZVPD) for C39H36FIrN6O5S as an isolated structure at a distorted geometry.

```
89
Properties=species:S:1:pos:R:3
C -3.83 -0.33 -0.16
C -6.58 -0.54 -0.18
H 4.06 5.16 -2.31
C 3.96 5.41 0.38
C -4.47 -0.89 -1.26
C 1.46 2.75 -0.75
H 1.57 6.23 1.39
H 4.18 -2.71 0.32
H -3.05 -5.69 -0.41
H -4.49 -3.05 2.13
H -6.36 -1.47 -2.09
O -0.11 0.69 3.24
H -4.43 0.22 -3.71
C -5.85 -1.00 -1.25
Ir -0.74 -1.14 -0.63
C 4.03 4.83 1.79
H -0.34 -0.51 -5.89
C 0.24 -0.70 -5.01
C 3.14 4.51 -0.49
H -1.86 -2.31 1.42
C -3.70 -1.44 -2.44
H 2.49 -0.36 1.22
C 0.53 1.69 1.22
C 2.32 -2.90 4.24
N 1.99 3.57 1.44
C 2.59 3.64 -2.67
H 4.96 5.53 -0.02
C -4.01 -0.79 -3.81
C -4.56 0.12 0.93
C -3.46 -3.20 2.48
N -3.20 -5.01 0.31
C 2.62 -2.05 3.18
C 2.12 -2.32 1.91
H 0.92 -3.63 0.72
C 2.48 -1.37 0.80
H 4.65 -1.00 0.40
H 4.55 5.52 2.46
C 1.63 -0.78 -5.06
H 0.81 5.62 2.86
H 2.69 4.12 3.31
H 1.28 -4.67 4.85
N 0.34 -1.13 -2.68
H -3.38 -4.17 2.96
H 1.16 2.56 3.03
H 1.10 2.11 -2.77
H -4.66 -1.39 -4.44
C 1.51 -4.00 4.03
C 1.76 5.83 2.38
O -0.71 -0.38 1.41
N -2.26 -1.28 -2.36
H -6.51 0.39 1.75
C 1.67 2.77 -2.14
C -1.82 -0.91 -3.51
O -2.73 -0.67 -4.44
H 2.14 -0.64 -6.00
H -7.66 -0.63 -0.18
C -5.94 0.03 0.91
F 2.81 3.62 -3.98
C 1.23 2.62 1.95
H -2.74 -0.23 -0.16
S -1.19 -3.74 -0.79
H 2.28 6.58 2.96
O -0.22 1.14 -0.99
C 2.28 -1.40 -1.41
H 3.52 6.41 0.40
H 3.24 -1.19 3.34
C 0.50 1.79 -0.21
C -0.16 0.59 2.03
H -3.23 -2.43 3.21
H 4.59 3.89 1.76
C 2.36 -1.05 -3.92
C 2.62 4.56 2.31
C 2.19 3.63 0.07
C 1.00 -4.27 2.77
C -0.38 -0.88 -3.77
C 3.85 -1.69 0.13
H -4.05 0.55 1.78
C 3.33 4.50 -1.86
H 3.44 -1.15 -3.93
C -2.40 -3.95 0.40
H 2.71 -2.68 5.22
O 3.58 -1.54 -1.28
C 1.66 -1.21 -2.72
H 0.38 -5.13 2.61
N 1.58 -1.35 -0.33
H -3.89 -2.53 -2.48
N -2.52 -3.08 1.39
H -3.92 -5.18 0.99
C 1.31 -3.43 1.71
```

Calculated values
E_LUMO (alpha / beta): -6.73 / -6.70 eV
HOMO energy (alpha / beta): -0.4839 / -0.4839 hartree
Net charge: +2
Maximum force: 0.119 hartree/bohr
Relative energy (zero: lowest compared OMol25 entry of this formula, charge and spin): 3.9131 eV

Record 2
Density functional theory data (ωB97M-V/def2-TZVPD) for C39H36IN10O3PSY as an isolated structure.

```
92
Properties=species:S:1:pos:R:3
H -3.87 3.51 -1.34
N 0.49 -2.45 0.43
H -1.85 -4.22 3.07
C -2.21 -3.27 2.72
I 5.14 -3.33 1.50
O 2.19 -0.28 1.14
H -0.40 2.42 -4.47
N -2.17 -1.16 -4.14
H 3.27 -4.06 -1.92
C -3.83 -1.53 2.56
H -1.32 -2.55 6.08
C 1.93 2.78 4.06
H -2.00 4.77 2.32
C -2.82 0.48 5.91
H 1.36 3.60 3.64
C 3.67 -2.32 -3.17
H 2.00 0.57 -2.75
H 3.41 4.09 4.89
C 0.84 2.91 -1.29
H -2.74 -1.98 -4.02
C 0.01 -2.98 1.60
H -2.00 -0.78 -5.06
H 2.98 4.32 1.53
H -4.15 -3.37 3.63
N 1.25 2.10 -0.30
H -0.72 3.22 3.39
C -1.37 -2.48 1.94
C -0.11 3.08 -3.67
H 4.03 -0.10 5.52
O 1.77 -4.31 -0.09
H 0.80 3.62 -3.94
C -1.53 -1.54 5.75
H -4.81 -1.11 2.78
H -3.13 -1.24 7.15
O 0.57 -3.73 2.37
C 2.36 3.96 0.72
H -3.52 5.27 0.43
H -2.30 2.04 4.55
C 2.32 -0.45 -2.59
H -3.19 0.16 1.40
C 2.28 0.44 4.42
H -2.62 1.39 -1.13
N -0.93 0.53 -3.32
C -0.79 -0.99 4.72
C -1.50 2.82 1.57
C 3.31 -1.00 -3.38
H -0.02 -1.59 4.24
N 1.70 -1.12 -1.61
C 3.45 0.71 5.11
P 0.00 1.00 2.95
N -0.34 1.09 -2.24
C 3.86 2.03 5.28
C 0.09 2.30 -2.41
C 3.29 -0.86 1.11
C -2.49 2.18 -0.40
C -3.47 -2.78 3.03
H -0.90 3.83 -3.53
H 4.77 2.24 5.82
C 2.06 -2.39 -1.40
C 3.04 -3.03 -2.16
H 2.62 -2.67 2.04
S -1.99 -1.23 -1.52
H 4.43 -2.80 -3.77
C -2.94 -0.82 1.79
C 1.90 4.81 -0.27
C -1.62 -0.56 -3.07
H 2.34 1.94 1.43
C -2.07 1.04 4.89
C -2.15 4.05 1.52
C -3.00 4.32 0.48
N -0.68 2.53 2.65
H 2.14 5.86 -0.27
C 3.52 -2.05 2.01
C 2.00 2.63 0.67
Y 0.01 -0.15 -0.01
H 4.12 0.39 -0.24
C 3.10 3.06 4.75
H 5.16 -0.90 0.30
C 1.50 1.47 3.89
N 4.29 -0.40 0.36
H 3.72 -1.67 3.01
N -1.63 1.90 0.60
C -3.19 3.36 -0.51
H 0.77 4.90 -2.10
C -1.04 0.31 4.29
C -2.55 -0.81 6.35
C 1.42 -3.16 -0.26
C 1.13 4.27 -1.30
N -1.72 -1.28 1.47
H 3.77 -0.41 -4.16
H 1.97 -0.59 4.30
H -3.62 1.05 6.36
```

Calculated values
E_LUMO: -2.71 eV
HOMO energy: -0.3722 hartree
Net charge: +1
Maximum force: 0.005 hartree/bohr
Relative energy (zero: lowest compared OMol25 entry of this formula, charge and spin): 0.0000 eV

Record 3
Density functional theory data (ωB97M-V/def2-TZVPD) for C39H37Cl2FeIN2O2PSe as an isolated structure.

```
86
Properties=species:S:1:pos:R:3
H 0.24 0.05 -5.45
H 3.10 -1.07 5.98
P 0.45 1.47 -0.33
C -6.02 -0.12 0.37
H -0.77 -5.61 0.69
C -3.87 2.74 -1.22
C 1.90 -4.89 -1.39
H 2.20 2.98 4.85
H -0.99 2.20 2.11
C 0.99 2.16 1.27
C -1.28 1.98 -0.56
H 1.70 5.51 -4.12
H 1.30 -4.50 -2.21
H 5.00 -0.72 0.50
H 2.21 -6.45 0.85
C 2.32 -0.84 2.65
H -5.51 -3.23 -1.96
C 1.60 4.70 -3.41
C -2.99 3.66 -0.66
Se -0.86 -2.53 0.21
C -0.17 -5.65 -0.22
C 0.85 3.33 -5.28
H 3.85 2.66 3.03
H -4.05 -2.37 -2.46
N -4.72 -0.23 0.84
H 2.81 -4.30 -1.32
Cl 0.58 -0.88 4.73
H 0.17 2.07 -6.85
N -4.92 -1.69 -0.67
C 0.45 1.01 -5.00
C 1.10 -4.82 -0.08
H -0.21 2.75 4.38
H 1.66 -2.90 0.73
H -7.00 -1.33 -1.19
C -4.60 -2.76 -1.61
H -4.88 3.04 -1.48
C 1.86 2.76 3.84
C 2.79 2.58 2.82
C -3.45 1.44 -1.45
H 5.77 -1.01 2.65
C 1.17 3.44 -3.90
C 0.51 2.63 3.58
Fe 1.07 -0.96 -0.11
H -3.97 -3.49 -1.10
H 0.08 -6.70 -0.42
H 0.93 4.23 -5.89
C -1.70 3.29 -0.34
C -4.12 0.65 1.82
C 1.61 3.82 -1.20
H -1.85 0.02 -1.25
H 1.69 4.03 -0.14
C 0.78 1.07 -3.67
H -3.49 1.40 1.32
C 1.87 4.87 -2.09
C 3.94 -0.74 0.78
H -0.79 -5.29 -1.04
C 2.18 -0.91 4.08
C 0.07 2.33 2.30
H -3.50 0.07 2.50
H -3.32 4.68 -0.48
C 1.06 2.32 -3.02
I 1.16 -0.87 -2.91
Cl 5.90 -1.17 5.50
C 3.67 -0.88 2.16
H -4.90 1.17 2.37
H 2.18 -5.92 -1.63
C 3.25 -1.02 4.91
C -6.15 -1.06 -0.59
H -1.01 4.01 0.08
C 4.56 -1.05 4.39
C 2.35 2.28 1.54
C 0.80 -3.37 0.23
C 0.45 2.15 -5.81
C 1.20 2.58 -1.61
C 1.96 -5.41 1.06
H 3.08 2.11 0.75
H -6.73 0.58 0.77
H 1.43 -5.36 2.01
C -2.16 1.05 -1.11
O 1.31 -0.72 1.91
C 4.77 -0.98 3.05
H -4.14 0.71 -1.87
H 2.89 -4.85 1.16
H 2.21 5.83 -1.72
C -4.01 -1.19 0.20
O 3.11 -0.59 -0.13
```

Calculated values
2S+1: 6
E_LUMO (alpha / beta): -0.19 / -0.22 eV
HOMO energy (alpha / beta): -0.2058 / -0.2736 hartree
Net charge: 0
Maximum force: 0.016 hartree/bohr
Relative energy (zero: lowest compared OMol25 entry of this formula, charge and spin): 1.9618 eV

Record 4
Density functional theory data (ωB97M-V/def2-TZVPD) for a 2-piece molecular cluster, C39H37FN3O overall at a distorted geometry.

```
81
Properties=species:S:1:pos:R:3
C -1.07 -2.15 4.37
H 1.35 4.70 9.04
C 0.10 0.10 4.86
H 5.87 -2.20 2.77
C 0.52 1.95 8.38
H -2.03 1.93 4.21
H 3.55 -2.16 2.77
C -3.80 -0.09 9.52
C -3.48 -0.10 8.16
H 0.01 6.15 7.73
H -2.43 -4.48 4.47
H -4.07 1.14 11.28
C -1.86 5.16 9.36
H -0.30 -2.91 4.54
C -3.59 5.82 7.81
H -3.92 -3.79 3.73
C -4.04 1.30 3.66
N -2.33 -2.46 3.96
H -4.43 2.32 3.62
H -1.13 -0.94 9.00
H -0.96 2.51 6.45
H -1.32 5.28 5.93
C -2.82 -3.80 3.70
C -3.44 2.31 9.58
C -3.09 -1.29 3.81
H -2.72 8.42 9.84
C -2.26 -0.21 4.18
H -2.80 1.08 6.48
C -2.73 7.41 9.42
H 2.48 1.96 7.33
C -2.71 1.10 4.04
C 5.89 -1.24 2.24
H -5.00 -1.96 3.09
C -0.29 1.05 9.10
C 3.20 -1.23 3.21
H -2.52 -4.18 2.72
H -4.06 -1.03 10.02
N 0.07 3.26 8.16
C 1.62 1.38 7.68
C 4.08 -0.14 3.41
C 1.88 -1.12 3.62
H -1.22 6.65 10.78
C 3.59 1.07 3.97
H -4.27 5.57 7.00
C 1.11 4.32 8.04
N 0.26 -0.59 7.47
C -3.07 1.08 7.54
H -1.19 4.38 9.74
C 2.30 1.14 4.42
C -4.39 -1.10 3.37
H -4.28 7.84 7.97
O 5.40 -0.18 3.09
F -3.21 3.59 6.32
H 4.26 1.92 4.07
H -3.48 3.26 10.12
C -3.80 1.12 10.23
C -2.47 3.53 7.55
C 0.51 5.38 7.12
H 1.19 -1.93 3.39
H 2.04 3.92 7.61
C -0.98 3.41 7.08
H -3.51 -1.03 7.58
H 1.92 2.07 4.83
H -0.87 1.40 9.96
C -3.60 7.10 8.37
H 2.23 -0.49 6.77
C -1.88 6.44 9.94
C 1.41 0.02 4.30
C 1.43 0.03 7.31
C -2.68 4.87 8.27
C -0.50 4.64 6.26
H 0.01 4.23 5.37
H 6.92 -0.95 2.03
H -0.19 1.04 5.32
C -0.42 -0.23 8.57
C -2.99 2.27 8.26
C -4.86 0.22 3.31
C -0.96 -0.75 4.54
H -5.88 0.42 2.98
H 1.30 5.87 6.55
H 5.32 -1.30 1.30
```

Calculated values
E_LUMO: -4.62 eV
HOMO energy: -0.3937 hartree
Net charge: +1
Maximum force: 0.053 hartree/bohr

Look up the net charge of the fourth one. +1